(1)
DFT (the ωB97M-V functional and the def2-TZVPD basis) results for C34H33NO5PS2V as an isolated structure.

Atoms and positions in Å:
V -0.30 -1.58 -0.41
C -0.62 -0.72 3.94
C 0.62 -1.13 4.41
C 1.58 -1.54 3.50
C 1.29 -1.54 2.15
N 0.06 -1.19 1.70
C -0.86 -0.77 2.58
C 2.23 -1.86 1.08
C 3.57 -2.20 1.28
C 4.38 -2.44 0.18
C 3.88 -2.34 -1.10
C 2.54 -2.00 -1.32
C 1.73 -1.76 -0.22
H -1.39 -0.37 4.60
H 0.84 -1.11 5.47
H 2.56 -1.84 3.84
H -1.81 -0.46 2.17
H 3.98 -2.27 2.28
H 5.42 -2.70 0.34
H 4.52 -2.53 -1.95
H 2.16 -1.94 -2.32
O -3.08 -2.38 -1.63
S -0.87 -0.49 -3.36
O -2.02 0.18 -2.76
O -0.19 -1.43 -2.14
C 0.45 0.71 -3.42
C 0.82 1.07 -4.70
C 1.69 2.13 -4.90
C 2.14 2.85 -3.81
C 1.78 2.47 -2.52
C 0.95 1.38 -2.29
P 0.55 0.97 -0.55
C -0.50 2.37 -0.04
C 0.05 3.52 0.54
C -0.77 4.60 0.84
C -2.12 4.56 0.55
C -2.66 3.44 -0.06
C -1.85 2.35 -0.36
C 2.09 1.19 0.37
C 1.99 1.43 1.75
C 3.14 1.55 2.52
C 4.39 1.43 1.94
C 4.49 1.18 0.57
C 3.35 1.06 -0.20
H 0.42 0.53 -5.55
H 1.98 2.41 -5.90
H 2.79 3.70 -3.95
H 2.16 3.04 -1.68
H 1.10 3.58 0.76
H -0.33 5.48 1.30
H -2.75 5.41 0.78
H -3.71 3.42 -0.33
H -2.26 1.51 -0.88
H 1.02 1.54 2.22
H 3.05 1.75 3.58
H 5.28 1.54 2.54
H 5.47 1.08 0.11
H 3.46 0.86 -1.26
O -2.12 -0.79 0.00
S -3.35 -1.44 -0.59
C -4.51 -0.16 -1.02
C -5.83 -0.71 -0.47
C -5.51 -1.27 0.92
C -4.28 -2.18 0.75
H -4.45 -0.02 -2.10
H -4.20 0.75 -0.50
H -6.21 -1.49 -1.13
H -6.58 0.08 -0.44
H -6.34 -1.83 1.34
H -5.28 -0.45 1.60
H -4.55 -3.17 0.39
H -3.65 -2.26 1.63
C -0.20 -4.63 -0.13
O -0.41 -3.23 -0.11
H -0.46 -4.99 -1.12
H -0.82 -5.09 0.63
H 0.86 -4.80 0.08

Output
HOMO energy (eV): -14.0
Electronic energy (a.u.): -3827.60574
Kohn-Sham gap (eV): 6.82
Net charge: +2

---

(2)
DFT (the ωB97M-V functional and the def2-TZVPD basis) results for a 2-piece molecular cluster, C10H26NSi overall.

Atoms and positions in Å:
C 2.87 2.69 0.85
C 1.34 -2.35 1.97
C 3.11 -1.40 -1.97
C -1.76 -1.06 -0.40
C -4.36 -0.04 -0.08
C -3.14 1.69 -0.97
C 1.77 1.94 0.03
C 2.20 -1.05 1.65
C 1.76 -0.91 -1.45
C -2.01 0.14 0.65
N -3.28 0.78 0.24
Si 1.72 0.05 0.19
H 2.50 3.40 1.48
H 3.42 1.96 1.47
H 3.54 3.09 0.18
H 1.27 -3.02 1.00
H 1.73 -2.70 2.91
H 0.40 -1.74 2.06
H 2.93 -1.92 -2.87
H 3.67 -0.46 -2.25
H 3.61 -1.76 -1.04
H -0.88 -1.48 -0.09
H -2.39 -2.03 -0.30
H -1.69 -0.63 -1.37
H -4.31 -0.59 -1.05
H -4.57 -0.80 0.68
H -5.26 0.60 -0.07
H -2.66 1.18 -1.71
H -4.10 2.08 -1.25
H -2.69 2.63 -0.63
H 1.91 2.00 -1.07
H 0.87 2.36 0.14
H 3.29 -1.38 1.40
H 2.43 -0.49 2.60
H 1.00 -1.68 -1.42
H 1.45 -0.15 -2.20
H -1.98 -0.21 1.69
H -3.73 1.23 0.98

Output
HOMO energy (eV): -9.9
Electronic energy (a.u.): -740.39632
Kohn-Sham gap (eV): 5.73
Net charge: +1

---

(3)
DFT (the ωB97M-V functional and the def2-TZVPD basis) results for a 3-piece molecular cluster, C4H9ClO overall.

Atoms and positions in Å:
C 0.67 1.41 -0.35
C -0.31 0.23 -0.25
C 0.53 -0.96 0.31
C -1.56 0.37 0.36
H 1.37 0.96 -1.30
H 1.43 1.34 0.89
H -0.08 2.51 -0.39
H -0.35 -0.26 -1.32
H 0.91 -0.67 1.35
H -0.07 -1.83 0.27
H 1.75 -2.85 -0.74
H -1.82 1.49 0.02
H -1.57 0.44 1.55
O 1.80 -1.38 -0.16
Cl -2.70 -0.81 -0.24

Output
HOMO energy (eV): -9.6
Electronic energy (a.u.): -692.96157
Kohn-Sham gap (eV): 8.66

---

| no. | lowest unoccupied orbital energy (eV) |
| --- | --- |
| 1 | -7.2 |
| 2 | -4.1 |
| 3 | -1.0 |